Entry 1:
C45H37N7O2Sr | ωB97M-V/def2-TZVPD

CARTESIAN COORDINATES (ANGSTROEM)
Sr -0.378 -0.978 1.338
C 2.554 -3.334 1.240
C 2.309 -2.521 2.477
C 3.325 -1.759 3.058
C 3.061 -1.044 4.205
C 1.795 -1.116 4.766
C 0.840 -1.878 4.126
N 1.082 -2.562 2.997
C -0.561 -1.947 4.631
C -0.835 -2.288 5.941
C -2.161 -2.327 6.345
C -3.141 -1.984 5.437
C -2.772 -1.625 4.139
N -1.502 -1.635 3.734
C -3.825 -1.156 3.194
C -4.770 -0.250 3.660
C -5.766 0.162 2.791
C -5.788 -0.361 1.514
C -4.799 -1.260 1.121
C -4.798 -1.818 -0.268
N -3.819 -1.637 1.950
H 2.996 -4.296 1.506
H 3.236 -2.819 0.563
H 1.619 -3.533 0.718
H 4.299 -1.718 2.589
H 3.827 -0.422 4.648
H 1.535 -0.555 5.653
H -0.026 -2.536 6.614
H -2.425 -2.618 7.353
H -4.185 -1.998 5.715
H -4.711 0.137 4.668
H -6.514 0.876 3.110
H -6.559 -0.079 0.810
H -5.764 -1.673 -0.748
H -4.562 -2.882 -0.260
H -4.037 -1.293 -0.853
N -1.600 -2.757 -0.218
C -1.628 -2.821 -1.641
C -1.698 -4.065 -2.260
C -1.761 -4.173 -3.639
C -1.785 -3.021 -4.407
C -1.702 -1.784 -3.787
C -1.583 -1.639 -2.401
C -1.386 -0.274 -1.808
C -0.637 0.621 -2.588
C -0.371 1.901 -2.146
C -0.891 2.312 -0.930
C -1.644 1.422 -0.172
C -1.901 0.086 -0.541
H -2.307 -2.066 0.061
H -1.850 -3.658 0.175
H -1.714 -4.957 -1.643
H -1.817 -5.149 -4.105
H -1.873 -3.081 -5.484
H -1.740 -0.889 -4.394
H -0.203 0.297 -3.528
H 0.259 2.554 -2.736
H -0.690 3.313 -0.559
H -2.022 1.792 0.782
C -0.440 5.348 -4.017
O 0.594 4.690 -4.724
C 1.715 4.366 -4.027
C 2.672 3.631 -4.722
C 3.827 3.221 -4.084
C 4.020 3.503 -2.736
C 3.075 4.252 -2.049
C 1.925 4.691 -2.691
N 5.293 3.162 -2.157
N 5.388 2.633 -1.044
C 4.229 2.167 -0.330
C 3.994 2.681 0.919
C 2.916 2.261 1.704
C 2.072 1.224 1.297
O 1.075 0.803 1.989
C 2.388 0.606 0.018
N 1.649 -0.479 -0.333
C 1.881 -1.068 -1.480
C 2.886 -0.650 -2.370
C 3.664 0.417 -2.024
C 3.432 1.093 -0.803
H -1.232 5.523 -4.740
H -0.096 6.305 -3.615
H -0.822 4.723 -3.206
H 2.496 3.397 -5.763
H 4.588 2.679 -4.630
H 3.233 4.497 -1.009
H 1.199 5.263 -2.133
H 4.658 3.457 1.286
H 2.727 2.727 2.663
H 1.255 -1.921 -1.730
H 3.038 -1.180 -3.300
H 4.468 0.741 -2.672

Computed properties:
Frontier orbital gap in Eh: 0.236
Net charge: 0
LUMO level in hartree: -0.004
ΔE to the lowest compared entry with this formula, charge and spin in eV: 0.627


Entry 2:
C45H38F5N2O2P2RuS | ωB97M-V/def2-TZVPD

CARTESIAN COORDINATES (ANGSTROEM)
Ru 1.145 0.533 0.247
O -2.308 0.603 1.038
C -2.571 1.953 0.825
C -3.521 2.580 1.611
C -3.836 3.906 1.359
C -3.201 4.590 0.332
C -2.227 3.958 -0.425
C -1.890 2.624 -0.191
P -0.533 1.825 -1.098
C 0.845 3.411 1.773
C -0.209 3.656 2.662
C -0.824 4.896 2.716
C -0.413 5.927 1.881
C 0.615 5.693 0.980
C 1.233 4.453 0.923
C -1.134 1.724 -2.787
C -0.207 1.428 -3.798
C -0.629 1.215 -5.100
C -1.978 1.297 -5.421
C -2.903 1.608 -4.432
C -2.489 1.825 -3.128
C -2.868 -0.231 0.090
C -4.164 -0.033 -0.366
C -4.703 -0.912 -1.290
C -3.953 -1.984 -1.751
C -2.663 -2.173 -1.283
C -2.091 -1.297 -0.360
P -0.383 -1.465 0.276
C -0.638 -2.269 1.891
C -1.829 -2.916 2.224
C -1.964 -3.534 3.457
C -0.913 -3.518 4.365
C 0.272 -2.877 4.039
C 0.407 -2.246 2.810
C 0.221 -2.805 -0.802
C 0.535 -2.465 -2.119
C 0.900 -3.444 -3.028
C 0.963 -4.772 -2.628
C 0.673 -5.114 -1.316
C 0.303 -4.135 -0.402
H -4.012 2.015 2.392
H -4.583 4.404 1.964
H -3.443 5.626 0.135
H -1.708 4.505 -1.202
H -0.549 2.873 3.328
H -1.631 5.058 3.421
H -0.889 6.898 1.931
H 0.949 6.486 0.322
H 2.050 4.294 0.234
H 0.850 1.405 -3.559
H 0.098 0.994 -5.871
H -2.307 1.129 -6.438
H -3.955 1.680 -4.678
H -3.218 2.062 -2.366
H -4.742 0.806 -0.003
H -5.712 -0.756 -1.648
H -4.371 -2.675 -2.471
H -2.090 -3.015 -1.646
H -2.650 -2.941 1.518
H -2.891 -4.034 3.707
H -1.020 -4.003 5.326
H 1.097 -2.863 4.739
H 1.334 -1.742 2.559
H 0.461 -1.429 -2.438
H 1.137 -3.172 -4.049
H 1.256 -5.537 -3.336
H 0.735 -6.148 -0.998
H 0.066 -4.410 0.618
C 3.981 2.419 1.848
O 2.807 2.228 1.065
C 1.555 2.109 1.753
C 1.651 1.440 3.117
H 4.810 2.483 1.146
H 4.161 1.583 2.523
H 3.911 3.350 2.418
H 2.025 2.123 3.890
H 2.295 0.563 3.085
H 0.665 1.100 3.437
F 3.908 -6.546 -0.591
C 3.774 -5.264 -0.236
C 3.791 -4.270 -1.197
F 3.971 -4.594 -2.482
C 3.608 -2.954 -0.823
F 3.638 -2.028 -1.798
C 3.421 -2.561 0.501
S 3.288 -0.876 0.956
C 3.435 -3.589 1.442
F 3.321 -3.310 2.748
C 3.597 -4.918 1.090
F 3.588 -5.872 2.027
N 2.755 2.083 -2.173
N 2.601 0.767 -1.632
H 3.723 2.237 -2.438
H 2.536 2.727 -1.420
H 3.423 0.429 -1.132
H 2.428 0.114 -2.388

Computed properties:
Frontier orbital gap (alpha / beta) in Eh: 0.245 / 0.241
Net charge: 0
LUMO level (alpha / beta) in hartree: 0.022 / -0.041
ΔE to the lowest compared entry with this formula, charge and spin in eV: 0.000
Multiplicity: 6


Entry 3:
C45H38N3OP2SSe2Tl | ωB97M-V/def2-TZVPD

CARTESIAN COORDINATES (ANGSTROEM)
Tl 3.154 0.300 -0.056
C 2.472 2.147 3.498
C 3.694 1.785 2.703
C 4.305 0.537 2.838
C 5.475 0.233 2.146
C 6.046 1.173 1.299
C 5.435 2.411 1.140
C 4.271 2.713 1.834
H 1.926 1.255 3.804
H 1.811 2.786 2.912
H 2.759 2.699 4.396
H 3.888 -0.193 3.522
H 5.941 -0.735 2.277
H 6.967 0.946 0.776
H 5.867 3.148 0.475
H 3.804 3.681 1.707
Se -2.310 5.554 0.725
P -2.542 3.477 0.666
C -3.613 2.933 -0.712
C -4.046 3.871 -1.641
C -4.807 3.473 -2.730
C -5.139 2.136 -2.895
C -4.703 1.195 -1.973
C -3.941 1.593 -0.888
C -3.296 2.913 2.222
C -4.643 3.168 2.463
C -5.178 2.932 3.718
C -4.370 2.458 4.743
C -3.025 2.216 4.511
C -2.487 2.447 3.254
C -1.005 2.535 0.518
C -0.486 1.232 0.685
N 0.845 1.348 0.512
N 1.142 2.608 0.261
N 0.053 3.336 0.263
P -0.905 -0.520 0.815
Se 0.848 -1.703 1.056
C -2.145 -0.919 2.093
C -1.750 -1.697 3.178
C -2.667 -2.066 4.149
C -3.992 -1.667 4.043
C -4.391 -0.893 2.964
C -3.475 -0.517 1.996
C -1.646 -0.964 -0.788
C -0.971 -0.507 -1.920
C -1.361 -0.923 -3.180
C -2.425 -1.807 -3.320
C -3.101 -2.257 -2.196
C -2.712 -1.843 -0.929
H -3.772 4.910 -1.503
H -5.135 4.205 -3.457
H -5.739 1.826 -3.741
H -4.945 0.148 -2.106
H -3.592 0.853 -0.185
H -5.258 3.570 1.665
H -6.225 3.137 3.906
H -4.783 2.297 5.731
H -2.388 1.849 5.306
H -1.432 2.279 3.081
H -0.721 -2.025 3.249
H -2.348 -2.677 4.983
H -4.713 -1.963 4.794
H -5.422 -0.574 2.874
H -3.816 0.093 1.171
H -0.133 0.171 -1.804
H -0.840 -0.556 -4.055
H -2.723 -2.147 -4.304
H -3.941 -2.932 -2.307
H -3.239 -2.207 -0.056
O 4.053 -2.367 -0.154
S 4.581 -3.238 -1.246
C 3.146 -4.030 -2.000
C 3.193 -5.389 -2.271
C 2.063 -6.013 -2.779
C 0.906 -5.278 -3.005
C 0.870 -3.918 -2.722
C 1.994 -3.291 -2.214
C 4.985 -2.088 -2.602
C 5.743 -0.987 -2.224
C 6.026 0.011 -3.143
C 5.551 -0.100 -4.444
C 4.839 -1.225 -4.828
C 4.562 -2.233 -3.913
H 4.099 -5.955 -2.093
H 2.079 -7.074 -2.992
H 0.029 -5.767 -3.410
H -0.034 -3.345 -2.888
H 1.977 -2.237 -1.966
H 6.105 -0.908 -1.206
H 6.608 0.873 -2.847
H 5.734 0.694 -5.157
H 4.481 -1.314 -5.846
H 4.003 -3.104 -4.226

Computed properties:
Frontier orbital gap in Eh: 0.279
Net charge: 0
LUMO level in hartree: 0.011


Entry 4:
C45H39IrN6O6PS | ωB97M-V/def2-TZVPD

CARTESIAN COORDINATES (ANGSTROEM)
Ir 0.086 0.009 -0.158
C -0.529 2.929 3.297
C -0.087 1.896 2.463
N -0.505 1.759 1.216
C -1.372 2.672 0.719
C -1.875 3.727 1.485
C -1.433 3.836 2.816
C -2.788 4.662 0.891
C -3.134 4.563 -0.408
C -2.590 3.520 -1.230
C -2.850 3.423 -2.607
C -2.243 2.434 -3.336
C -1.408 1.528 -2.678
N -1.172 1.572 -1.382
C -1.733 2.569 -0.663
H -0.149 2.987 4.306
H 0.623 1.167 2.819
H -1.801 4.643 3.438
H -3.179 5.461 1.508
H -3.809 5.278 -0.859
H -3.509 4.140 -3.081
H -2.394 2.343 -4.402
H -0.907 0.752 -3.233
O 1.409 -1.978 0.072
S 2.176 -1.486 1.252
O 3.594 -1.570 1.153
O 1.642 -0.107 1.491
C 1.591 -2.446 2.597
C 2.489 -3.182 3.349
C 2.007 -4.000 4.362
C 0.642 -4.084 4.590
C -0.248 -3.345 3.821
C 0.214 -2.494 2.820
P -1.024 -1.557 1.839
C -2.176 -2.891 1.417
C -1.690 -3.883 0.560
C -2.496 -4.954 0.216
C -3.790 -5.039 0.717
C -4.270 -4.061 1.576
C -3.463 -2.988 1.934
C -1.890 -0.505 3.040
C -1.504 -0.389 4.373
C -2.196 0.459 5.229
C -3.271 1.198 4.764
C -3.652 1.102 3.430
C -2.959 0.263 2.574
H 3.546 -3.115 3.131
H 2.697 -4.580 4.959
H 0.261 -4.734 5.366
H -1.311 -3.437 4.005
H -0.676 -3.818 0.180
H -2.114 -5.729 -0.437
H -4.418 -5.879 0.451
H -5.269 -4.139 1.983
H -3.843 -2.234 2.612
H -0.663 -0.953 4.752
H -1.892 0.535 6.265
H -3.814 1.849 5.436
H -4.489 1.680 3.059
H -3.259 0.208 1.532
C 4.231 -2.986 -1.525
C 3.980 -2.663 -2.989
C 3.336 -1.285 -3.232
C 3.129 -1.090 -4.767
C 2.502 0.232 -5.190
C 4.278 -0.179 -2.770
O 5.437 -0.159 -3.067
N 3.720 0.860 -2.017
C 2.433 0.915 -1.590
O 1.973 1.790 -0.881
N 1.567 -0.127 -1.953
C 1.993 -1.157 -2.591
O 1.163 -2.173 -2.791
H 4.728 -3.951 -1.439
H 3.299 -3.039 -0.959
H 4.874 -2.245 -1.049
H 3.335 -3.416 -3.446
H 4.915 -2.656 -3.550
H 2.542 -1.936 -5.127
H 4.125 -1.184 -5.202
H 1.490 0.363 -4.796
H 2.434 0.280 -6.276
H 3.099 1.087 -4.868
H 4.351 1.590 -1.707
N -0.957 -2.974 -3.357
C -0.219 -1.831 -2.894
N -0.912 -1.394 -1.699
C -2.142 -1.905 -1.784
C -3.302 -1.592 -1.046
C -4.445 -2.284 -1.329
C -4.477 -3.286 -2.335
C -3.369 -3.603 -3.091
C -2.203 -2.904 -2.813
H -0.759 -3.398 -4.250
H -0.249 -1.024 -3.641
H -3.268 -0.817 -0.294
H -5.355 -2.067 -0.786
H -5.408 -3.805 -2.518
H -3.407 -4.358 -3.863

Computed properties:
Frontier orbital gap (alpha / beta) in Eh: 0.275 / 0.238
Net charge: +2
LUMO level (alpha / beta) in hartree: -0.198 / -0.270
ΔE to the lowest compared entry with this formula, charge and spin in eV: 0.000
Multiplicity: 6


Entry 5:
C45H39KN3O9P2SSi | ωB97M-V/def2-TZVPD

CARTESIAN COORDINATES (ANGSTROEM)
K -0.175 -0.245 -0.914
O 1.491 0.918 2.335
S 1.559 -0.527 2.672
C 2.249 -1.373 1.218
C 1.770 -2.637 0.884
C 2.341 -3.372 -0.138
C 3.395 -2.837 -0.856
C 3.892 -1.597 -0.501
C 3.361 -0.830 0.548
P 4.451 0.652 0.798
C 4.338 1.179 2.546
C 4.857 0.288 3.484
C 4.870 0.602 4.836
C 4.401 1.836 5.263
C 3.911 2.743 4.331
C 3.869 2.414 2.986
C 3.636 1.979 -0.163
C 2.553 1.786 -1.014
C 2.031 2.822 -1.780
C 2.612 4.078 -1.712
C 3.718 4.283 -0.895
C 4.232 3.243 -0.136
C -0.147 -1.130 2.721
C -0.301 -2.370 3.337
C -1.560 -2.899 3.551
C -2.674 -2.144 3.215
C -2.517 -0.881 2.673
C -1.259 -0.345 2.385
P -1.129 1.379 1.676
C -1.526 2.309 3.218
C -2.826 2.570 3.647
C -3.056 3.257 4.830
C -1.986 3.689 5.604
C -0.689 3.437 5.184
C -0.458 2.758 3.994
C -2.664 1.574 0.689
C -3.372 0.567 0.042
C -4.376 0.878 -0.869
C -4.691 2.196 -1.140
C -3.982 3.213 -0.510
C -2.970 2.904 0.381
H 0.914 -3.044 1.399
H 1.935 -4.344 -0.390
H 3.829 -3.376 -1.688
H 4.750 -1.205 -1.035
H 5.252 -0.668 3.152
H 5.257 -0.112 5.552
H 4.419 2.091 6.315
H 3.538 3.707 4.657
H 3.435 3.107 2.276
H 2.110 0.810 -1.118
H 1.155 2.625 -2.391
H 2.208 4.895 -2.297
H 4.189 5.258 -0.852
H 5.104 3.416 0.486
H 0.579 -2.915 3.663
H -1.668 -3.876 4.004
H -3.670 -2.528 3.398
H -3.397 -0.289 2.465
H -3.667 2.250 3.042
H -4.072 3.456 5.147
H -2.166 4.225 6.528
H 0.152 3.773 5.779
H 0.555 2.554 3.669
H -3.136 -0.476 0.212
H -4.894 0.073 -1.377
H -5.464 2.436 -1.859
H -4.199 4.249 -0.737
H -2.396 3.707 0.831
O -3.437 -6.863 -3.385
N -2.322 -6.685 -3.849
O -1.810 -7.414 -4.683
C -1.565 -5.542 -3.390
C -2.113 -4.691 -2.450
C -1.381 -3.624 -1.987
C -0.060 -3.252 -2.492
O 0.581 -2.259 -2.151
C 0.423 -4.234 -3.455
C -0.275 -5.328 -3.871
N 1.769 -4.075 -4.006
O 2.420 -5.096 -4.190
O 2.143 -2.964 -4.305
N -2.001 -2.850 -0.930
O -3.212 -2.871 -0.813
O -1.274 -2.222 -0.164
H -3.104 -4.875 -2.062
H 0.167 -6.019 -4.573
C -2.950 2.194 -4.478
Si -1.468 1.106 -4.009
C -0.076 1.594 -5.199
C -1.957 -0.663 -4.502
O -1.047 1.214 -2.485
H -3.102 2.232 -5.562
H -2.799 3.216 -4.117
H -3.869 1.815 -4.021
H -0.364 1.459 -6.247
H 0.815 0.985 -5.017
H 0.206 2.644 -5.065
H -2.345 -0.722 -5.525
H -2.733 -1.048 -3.831
H -1.091 -1.331 -4.437

Computed properties:
Frontier orbital gap in Eh: 0.258
Net charge: -1
LUMO level in hartree: 0.054
ΔE to the lowest compared entry with this formula, charge and spin in eV: 0.000


Please write out number 3 again, unchanged.
C45H38N3OP2SSe2Tl | ωB97M-V/def2-TZVPD

CARTESIAN COORDINATES (ANGSTROEM)
Tl 3.154 0.300 -0.056
C 2.472 2.147 3.498
C 3.694 1.785 2.703
C 4.305 0.537 2.838
C 5.475 0.233 2.146
C 6.046 1.173 1.299
C 5.435 2.411 1.140
C 4.271 2.713 1.834
H 1.926 1.255 3.804
H 1.811 2.786 2.912
H 2.759 2.699 4.396
H 3.888 -0.193 3.522
H 5.941 -0.735 2.277
H 6.967 0.946 0.776
H 5.867 3.148 0.475
H 3.804 3.681 1.707
Se -2.310 5.554 0.725
P -2.542 3.477 0.666
C -3.613 2.933 -0.712
C -4.046 3.871 -1.641
C -4.807 3.473 -2.730
C -5.139 2.136 -2.895
C -4.703 1.195 -1.973
C -3.941 1.593 -0.888
C -3.296 2.913 2.222
C -4.643 3.168 2.463
C -5.178 2.932 3.718
C -4.370 2.458 4.743
C -3.025 2.216 4.511
C -2.487 2.447 3.254
C -1.005 2.535 0.518
C -0.486 1.232 0.685
N 0.845 1.348 0.512
N 1.142 2.608 0.261
N 0.053 3.336 0.263
P -0.905 -0.520 0.815
Se 0.848 -1.703 1.056
C -2.145 -0.919 2.093
C -1.750 -1.697 3.178
C -2.667 -2.066 4.149
C -3.992 -1.667 4.043
C -4.391 -0.893 2.964
C -3.475 -0.517 1.996
C -1.646 -0.964 -0.788
C -0.971 -0.507 -1.920
C -1.361 -0.923 -3.180
C -2.425 -1.807 -3.320
C -3.101 -2.257 -2.196
C -2.712 -1.843 -0.929
H -3.772 4.910 -1.503
H -5.135 4.205 -3.457
H -5.739 1.826 -3.741
H -4.945 0.148 -2.106
H -3.592 0.853 -0.185
H -5.258 3.570 1.665
H -6.225 3.137 3.906
H -4.783 2.297 5.731
H -2.388 1.849 5.306
H -1.432 2.279 3.081
H -0.721 -2.025 3.249
H -2.348 -2.677 4.983
H -4.713 -1.963 4.794
H -5.422 -0.574 2.874
H -3.816 0.093 1.171
H -0.133 0.171 -1.804
H -0.840 -0.556 -4.055
H -2.723 -2.147 -4.304
H -3.941 -2.932 -2.307
H -3.239 -2.207 -0.056
O 4.053 -2.367 -0.154
S 4.581 -3.238 -1.246
C 3.146 -4.030 -2.000
C 3.193 -5.389 -2.271
C 2.063 -6.013 -2.779
C 0.906 -5.278 -3.005
C 0.870 -3.918 -2.722
C 1.994 -3.291 -2.214
C 4.985 -2.088 -2.602
C 5.743 -0.987 -2.224
C 6.026 0.011 -3.143
C 5.551 -0.100 -4.444
C 4.839 -1.225 -4.828
C 4.562 -2.233 -3.913
H 4.099 -5.955 -2.093
H 2.079 -7.074 -2.992
H 0.029 -5.767 -3.410
H -0.034 -3.345 -2.888
H 1.977 -2.237 -1.966
H 6.105 -0.908 -1.206
H 6.608 0.873 -2.847
H 5.734 0.694 -5.157
H 4.481 -1.314 -5.846
H 4.003 -3.104 -4.226

Computed properties:
Frontier orbital gap in Eh: 0.279
Net charge: 0
LUMO level in hartree: 0.011


> Number 3 is which compound?

C45H38N3OP2SSe2Tl


> Which of these has the highest net charge?

C45H39IrN6O6PS